[1]
# C24H40BF2GaN11O3S2

A molecular structure, C24H40BF2GaN11O3S2 (ωB97M-V/def2-TZVPD, OMol25).

Output
net charge	+1
ΔE to the lowest compared entry with this formula, charge and spin	0.0	kJ/mol
spin multiplicity	1

Last column: Mulliken charge in e.
Atoms and positions in Å:
Ga 0.22826 -0.40736 -0.63673  1.03
N 3.16780 -6.53945 3.83055  -0.46
C 2.44540 -5.42336 3.65113  1.30
C 2.94845 -4.24824 4.22176  -0.79
C 2.39841 -3.02939 3.93454  -0.33
C 1.26508 -2.99290 3.14020  -0.33
C 0.73955 -4.13970 2.54893  -0.32
C 1.30063 -5.37411 2.84564  -0.94
S 0.48546 -1.48068 2.67078  1.38
O 0.80363 -0.45739 3.65131  -0.74
O -0.93593 -1.67695 2.37201  -0.79
N 1.03918 -1.07687 1.10246  0.49
C 2.39703 -0.93804 0.79961  0.30
N 3.39802 -0.95170 1.63087  -0.41
C 4.66413 -0.62501 1.14131  -0.41
C 4.92030 -0.33861 -0.18085  -0.79
C 3.78594 -0.27272 -1.01502  -0.19
N 2.58186 -0.63881 -0.52765  -0.13
H 3.88960 -6.55442 4.53412  0.19
H 2.86480 -7.38893 3.42847  0.19
H 3.72046 -4.37781 4.96737  0.28
H 2.95201 -2.12525 4.20958  0.41
H -0.10076 -4.08800 1.84040  0.28
H 0.88377 -6.29368 2.44609  0.29
H 5.42226 -0.65417 1.88435  0.52
H 5.98641 -0.24187 -0.56190  0.33
H 3.82669 0.01114 -2.07151  0.48
C 2.24885 2.51337 -4.29626  -0.68
N 1.06469 2.00538 -4.95182  0.21
C 0.79642 2.52633 -6.28288  -0.91
C 0.29356 1.13717 -4.31504  -0.06
O 0.42999 0.78523 -3.13418  -0.60
H 3.13407 2.37259 -4.90418  0.37
H 2.41731 2.04610 -3.29233  0.00
H 2.17403 3.62023 -4.08725  0.30
H 0.20185 3.45184 -6.16846  0.33
H 0.20046 1.80259 -6.87057  0.30
H 1.68358 2.77733 -6.80437  0.32
H -0.56553 0.77162 -4.89535  0.36
C -1.71419 6.00897 0.21557  -1.37
C -1.25852 4.66111 -0.34379  -0.32
N -0.89644 3.88969 0.88476  0.03
C -0.20034 2.73340 0.89094  0.53
S 0.15592 1.95122 -0.68850  -0.08
N 0.19134 2.15621 2.01466  -0.32
C 0.23330 2.86315 3.32806  -0.90
C 1.48025 3.78421 3.47520  -1.05
H -2.23511 6.65241 -0.50956  0.38
H -0.87483 6.66395 0.55256  0.32
H -2.36996 5.85896 1.08086  0.37
H -0.33506 4.76246 -0.89832  0.40
H -1.92666 4.08574 -0.98009  0.30
H -1.15119 4.31830 1.80833  0.25
H 0.61797 1.22950 1.90496  -0.41
H 0.26270 2.15469 4.12794  0.36
H -0.69054 3.36565 3.43089  0.56
H 2.31167 3.34546 3.01631  0.33
H 1.65617 3.96985 4.51952  0.42
H 1.26704 4.75062 2.96621  0.25
C -2.51508 -0.73586 -2.19633  -0.41
N -3.96772 -1.04688 -2.43174  -0.02
C -4.26347 -2.41190 -1.86214  -0.70
N -3.81085 -2.57933 -0.40441  0.04
C -2.38494 -2.23180 -0.31797  -0.61
N -2.08378 -0.82340 -0.79260  -0.56
C -2.90319 0.14118 0.02762  -0.64
N -4.36629 -0.14973 -0.04973  0.07
C -4.72154 -0.09589 -1.52021  -0.68
C -4.52716 -1.56801 0.39451  -0.71
H -2.28473 0.22952 -2.58701  0.24
H -1.96415 -1.47617 -2.80311  0.16
H -3.72185 -3.15815 -2.43621  0.35
H -5.32897 -2.58604 -1.92976  0.37
H -1.70735 -2.84189 -0.94526  0.51
H -2.12613 -2.32955 0.72664  0.04
H -2.69283 1.15440 -0.33105  0.30
H -2.53899 0.06877 1.02575  0.18
H -4.51423 0.90542 -1.88881  0.34
H -5.77350 -0.31647 -1.59054  0.39
H -5.56064 -1.83801 0.33770  0.39
H -4.14965 -1.68321 1.44423  0.35
F 0.38920 -2.09475 -3.21133  -0.21
B 0.62152 -2.05256 -1.88250  1.18
F 1.21505 -3.17075 -1.42737  -0.18

***

[2]
# C24H40BF9O9

4 unconnected molecules or ions with the total composition C24H40BF9O9 (ωB97M-V/def2-TZVPD, OMol25).

Output
SMILES	CCCCB(CCOC(C)=O)COCCC.CCOC(=O)C(F)(F)F.CCOC(=O)C(F)(F)F.CCOC(=O)C(F)(F)F
net charge	0
spin multiplicity	1

Last column: Mulliken charge in e.
Atoms and positions in Å:
C -2.40383 0.22071 -3.09045  -0.75
C -2.61874 -0.85760 -1.91817  -0.36
C -2.10965 -0.32732 -0.47016  -0.11
C -0.87056 -1.19181 0.05524  -0.32
B 0.58763 -0.57413 -0.26639  0.09
C 1.83164 -1.07857 0.69063  0.30
C 1.75056 -2.62443 1.07772  -0.56
O 2.33029 -3.50856 0.05790  -0.37
C 1.32016 -4.00152 -0.80361  0.66
C 1.35189 -3.45916 -2.30637  -0.56
O 0.41946 -4.78478 -0.48546  -0.55
C 0.95735 0.45938 -1.46068  -0.27
O 0.18613 1.67954 -1.46747  -0.29
C 0.81818 2.72125 -2.23282  -0.65
C 0.97893 2.39617 -3.79776  0.01
C -0.00977 3.32833 -4.67263  -1.03
H -1.50610 -0.13137 -3.70256  0.10
H -3.31859 0.38183 -3.74232  0.40
H -2.18554 1.22355 -2.57908  0.13
H -3.74209 -1.09383 -1.85041  0.24
H -2.12919 -1.86776 -2.16569  0.21
H -1.96541 0.79540 -0.43091  0.22
H -2.98404 -0.55504 0.24338  0.03
H -0.87571 -2.25762 -0.37722  0.31
H -0.97357 -1.30097 1.19001  -0.18
H 2.76670 -0.96627 0.02443  -0.52
H 1.99744 -0.40732 1.59098  0.38
H 0.72190 -2.99456 1.37624  0.39
H 2.41437 -2.76292 2.00579  0.32
H 0.29629 -3.40739 -2.73729  0.25
H 1.73889 -2.37621 -2.30976  0.03
H 2.03034 -4.06314 -2.98363  0.37
H 0.94029 -0.10977 -2.45865  0.07
H 2.05998 0.77266 -1.31332  0.13
H 0.20537 3.66963 -2.08237  0.39
H 1.86764 2.94894 -1.83125  0.20
H 0.71925 1.31043 -4.03839  0.09
H 2.04908 2.59417 -4.16049  0.36
H -0.92051 2.71243 -4.96797  0.23
H -0.39464 4.22313 -4.07257  0.27
H 0.53839 3.75242 -5.58735  0.29
C 1.16151 3.06213 5.88924  -1.11
C 0.45818 3.20189 4.55348  -0.26
O 0.07561 1.91573 4.03998  -0.20
C -1.04596 1.38470 4.56052  0.17
O -1.71653 1.91189 5.40553  -0.53
C -1.36016 0.04803 3.89660  1.05
F -0.27592 -0.74716 3.79764  -0.25
F -1.82993 0.21111 2.64432  -0.22
F -2.28609 -0.65789 4.56364  -0.27
H 2.01051 2.37933 5.80598  0.30
H 1.51908 4.03193 6.23973  0.38
H 0.49257 2.64748 6.64634  0.31
H 1.14221 3.63882 3.82347  0.33
H -0.40827 3.86442 4.61996  0.31
C 5.63478 -1.48109 -0.84021  -0.91
C 6.38483 -0.61316 0.15050  -0.28
O 7.53408 -0.01026 -0.46508  -0.31
C 7.29321 1.07851 -1.21768  0.38
O 6.20302 1.55106 -1.39623  -0.51
C 8.59747 1.64381 -1.77119  0.85
F 9.39445 0.68812 -2.28566  -0.25
F 9.31410 2.26856 -0.81646  -0.25
F 8.39710 2.54030 -2.74933  -0.24
H 6.30323 -2.22219 -1.28496  0.39
H 4.80729 -1.99844 -0.35089  0.18
H 5.23058 -0.88459 -1.66141  0.29
H 6.75695 -1.23107 0.96990  0.38
H 5.73762 0.14980 0.59068  0.30
C -6.75420 -3.06893 1.90010  -1.16
C -6.34833 -1.63689 2.18792  -0.12
O -6.46023 -0.82675 1.00693  -0.23
C -7.69965 -0.40068 0.70096  0.30
O -8.68180 -0.66096 1.34149  -0.52
C -7.67103 0.48664 -0.54042  0.87
F -6.92680 -0.03531 -1.53271  -0.24
F -7.15263 1.70163 -0.27459  -0.25
F -8.89299 0.69824 -1.05299  -0.25
H -6.17581 -3.47079 1.06470  0.30
H -6.59483 -3.69835 2.77745  0.39
H -7.80728 -3.13178 1.61769  0.32
H -5.29919 -1.60756 2.48885  0.24
H -6.93093 -1.20819 3.00710  0.32

***

[3]
# C24H40BrF10N6O2

3 unconnected molecules or ions with the total composition C24H40BrF10N6O2 (ωB97M-V/def2-TZVPD, OMol25).

Output
net charge	+1
spin multiplicity	1

Last column: Mulliken charge in e.
Atoms and positions in Å:
C -0.78306 -4.23107 0.04902  -1.01
C -2.16031 -3.58997 0.12768  -0.55
C -2.23749 -2.25918 0.92378  -1.44
C -0.89176 -1.63769 1.31398  0.20
C -0.12790 -1.04315 0.13538  -0.45
N -0.58179 0.27855 -0.25297  0.95
C -0.33080 1.54441 0.20248  0.37
N 0.49868 1.91396 1.17963  0.36
C 0.54036 3.35303 1.47785  -1.05
C 1.34251 4.14700 0.46341  -0.03
F 2.18716 5.01993 1.10178  -0.38
C 1.36348 1.05520 1.97407  -1.71
C 0.72185 0.54606 3.27823  0.12
C 1.21617 -0.85043 3.66923  -1.38
Br 1.20674 1.78095 4.74661  -0.13
N -1.03894 2.44163 -0.48308  -0.56
C -1.74095 1.74515 -1.35152  -0.33
N -1.49425 0.44551 -1.25824  0.18
C -2.14377 -0.55555 -2.11400  -0.39
C -1.75160 -0.44751 -3.58472  -1.88
C -0.51828 -1.27050 -3.96922  1.30
F 0.04872 -1.90415 -2.91839  -0.24
F -0.90609 -2.23819 -4.83822  -0.37
C 0.55904 -0.45944 -4.72248  0.29
F 1.43652 -1.31239 -5.28315  -0.33
F -0.04782 0.21113 -5.72339  -0.29
C 1.31394 0.57162 -3.81438  0.70
F 0.83791 0.54351 -2.54540  -0.10
F 1.09923 1.80898 -4.28962  -0.31
C 2.84591 0.35842 -3.73878  0.48
F 3.33490 1.27370 -2.87262  -0.22
F 3.11648 -0.86644 -3.25687  -0.21
F 3.41038 0.53917 -4.93469  -0.23
H -0.91662 -5.27245 -0.22859  0.43
H -0.15765 -3.81544 -0.73389  0.11
H -0.25823 -4.24226 0.99598  0.34
H -2.81261 -4.28820 0.63839  0.48
H -2.60257 -3.45342 -0.85567  0.33
H -2.81620 -1.49152 0.41321  0.30
H -2.75225 -2.43155 1.86184  0.55
H -1.12422 -0.86083 2.03688  0.02
H -0.26639 -2.34370 1.84190  0.11
H 0.94167 -1.07865 0.27194  0.40
H -0.30310 -1.70101 -0.70353  -0.09
H -0.45410 3.75340 1.61411  0.61
H 1.03189 3.47808 2.43374  0.45
H 1.94456 3.46501 -0.14126  0.18
H 0.69501 4.68904 -0.21390  0.18
H 1.81841 0.25250 1.41007  0.48
H 2.18786 1.68195 2.28666  0.89
H -0.35300 0.62208 3.23889  0.66
H 1.95086 -0.80645 4.45962  0.58
H 0.39998 -1.46090 4.03236  0.26
H 1.68772 -1.33811 2.82203  0.31
H -2.44177 2.13705 -2.06122  0.49
H -1.98066 -1.56882 -1.77962  0.05
H -3.21011 -0.38650 -2.04076  0.50
H -1.60750 0.57601 -3.91357  0.47
H -2.57765 -0.83391 -4.16690  0.53
C 2.14360 -5.83655 3.15321  0.11
O 1.56508 -4.85269 2.72126  -0.61
N 1.77820 -7.10322 2.91321  0.12
C 2.50729 -8.23474 3.45808  -0.93
C 0.61311 -7.34661 2.07944  -0.84
H 3.03657 -5.75592 3.79303  0.26
H 2.88688 -8.85984 2.64850  0.33
H 1.85002 -8.83384 4.08997  0.33
H 3.34612 -7.88575 4.05526  0.30
H 0.76473 -6.91069 1.09121  0.25
H -0.26836 -6.88407 2.52548  0.27
H 0.45119 -8.41630 1.98266  0.39
C -1.16891 7.28516 0.69350  0.12
O -1.28999 6.07476 0.78290  -0.59
N -1.38917 7.99371 -0.42373  0.11
C -1.22821 9.43599 -0.46836  -0.92
C -1.80251 7.28973 -1.62532  -0.90
H -0.86081 7.90730 1.54860  0.31
H -2.17258 9.90973 -0.74078  0.34
H -0.47084 9.70540 -1.20615  0.35
H -0.91735 9.80682 0.50518  0.29
H -2.73857 6.76044 -1.44385  0.30
H -1.04531 6.55701 -1.90796  0.24
H -1.93865 8.00057 -2.43541  0.38

***

Short version: HOMO energy = -10.17; -9.67; -11.25 eV, in the order given.